{"formula": "C8H6ClI2NO", "method": "wB97M-V/def2-TZVPD", "species": ["H", "C", "C", "C", "I", "O", "C", "C", "H", "I", "H", "C", "H", "N", "H", "Cl", "H", "C", "C"], "coordinates": [[1.872536, 3.211471, -2.064746], [1.138929, 2.557337, -1.394740], [0.504156, 0.472516, -0.384319], [0.696371, -1.063665, -0.106035], [-1.680496, 4.504105, 3.444369], [0.987662, -1.402722, 1.023700], [-0.606034, 1.192749, 0.155772], [0.523441, -1.971752, -1.212052], [2.340305, 0.826684, -1.525358], [-3.619263, 4.504920, 0.536231], [1.018877, -2.847230, -1.120272], [1.373693, 1.210615, -1.137357], [-1.376907, 0.659970, 0.653358], [-0.719949, 2.491582, 0.033746], [-0.586962, -2.289458, -1.202003], [-0.285158, 4.796846, -0.965980], [0.698218, -1.629592, -2.233695], [-2.057202, 5.133163, 1.536556], [0.155470, 3.201451, -0.636463]], "forces_ev_per_angstrom": [[-1.7, -1.7, 1.5], [2.1, 2.3, -0.2], [-1.4, -0.8, 0.9], [0.7, 2.8, 1.6], [0.3, 0.3, -0.1], [-0.4, 0.0, -0.8], [2.0, -0.9, -0.9], [-3.6, 0.4, -2.0], [-1.0, -0.2, 0.1], [-1.1, -0.2, -1.0], [1.8, -2.8, 0.8], [1.6, 0.4, -1.0], [-0.6, -0.3, 0.6], [-0.9, 0.3, 1.0], [1.4, 0.6, 0.0], [0.3, 1.4, -0.1], [0.0, 0.6, 0.3], [0.5, -0.1, 1.3], [-0.1, -2.1, -1.9]], "nbo_charge": [0.2378, -0.2373, -0.1633, 0.5778, 0.2387, -0.5060, 0.0789, -0.7206, 0.2278, 0.3004, 0.2399, -0.1802, 0.1986, -0.4354, 0.2540, 0.0619, 0.2367, -0.5541, 0.1444], "largest_force_ha_per_bohr": 0.0805, "gap_ev": [7.96, 7.90], "homo_ev": [-7.618, -9.296], "s_squared": 2.01, "multiplicity": 3}